[1]
ORCA calculation (the ωB97M-V functional and the def2-TZVPD basis) on a 2-piece molecular cluster, C20H27N3O2 overall at a distorted geometry.

Results
net charge: 0
Kohn-Sham gap: 6.59 eV
ΔE to the lowest compared entry with this formula, charge and spin: 4.367 eV
HOMO: -6.059 eV

Last column: Mulliken charge in e.
Cartesian coordinates (Å):
O: 5.165 -3.873 1.550  -0.36
O: 6.294 -3.372 -0.327  -0.58
N: 0.158 1.480 -1.405  0.88
N: -1.075 1.484 -1.894  -1.05
N: -1.843 1.064 -0.871  0.94
C: -1.867 -1.127 1.624  -0.08
C: 2.954 -2.419 0.577  0.00
C: 5.247 -3.322 0.303  0.45
C: 1.513 3.457 -1.965  -1.30
C: 1.264 1.979 -2.203  0.24
C: -1.110 0.784 0.229  -0.71
C: -2.155 1.154 2.459  -0.11
C: -3.847 2.369 -1.355  -1.37
C: 4.034 -2.646 -0.195  -0.40
C: -3.571 0.035 -2.211  -1.37
C: 0.936 1.695 -3.652  -1.49
C: 2.899 -2.932 1.977  -0.42
C: -2.914 -0.734 3.771  -0.28
C: 3.860 -4.108 2.129  -0.55
C: -2.470 -1.618 2.778  -0.77
C: -2.754 0.650 3.609  -0.72
C: -3.306 0.985 -1.067  0.36
C: -1.712 0.268 1.450  -0.65
C: 1.401 0.918 0.627  -2.17
C: 0.226 1.062 -0.092  2.20
H: 1.307 0.571 1.648  0.41
H: -1.502 -1.792 0.838  0.48
H: -3.151 -0.952 -2.000  0.33
H: 4.128 -2.265 -1.209  0.38
H: 2.120 -1.813 0.214  0.31
H: 3.151 -2.145 2.708  0.27
H: -2.008 2.226 2.309  0.47
H: -3.400 2.763 -2.274  0.32
H: -3.099 1.338 4.384  0.38
H: -4.933 2.314 -1.479  0.42
H: -3.712 0.598 -0.130  0.19
H: 1.888 -3.285 2.211  0.29
H: 4.057 -4.345 3.180  0.30
H: 1.767 2.037 -4.278  0.45
H: 3.412 -4.988 1.643  0.30
H: 0.804 0.621 -3.813  0.38
H: 0.016 2.215 -3.936  0.31
H: -3.633 3.054 -0.529  0.35
H: -2.595 -2.695 2.905  0.38
H: 0.632 4.044 -2.254  0.31
H: -3.120 0.427 -3.128  0.33
H: -4.650 -0.073 -2.354  0.43
H: 2.123 1.407 -1.853  0.21
H: 2.362 3.774 -2.582  0.40
H: 1.753 3.652 -0.915  0.34
H: -3.380 -1.126 4.679  0.38
H: 2.335 1.205 0.168  0.22

---

[2]
ORCA calculation (the ωB97M-V functional and the def2-TZVPD basis) on one molecule with the formula C20H27N3O4.

Results
net charge: 0
Kohn-Sham gap: 9.54 eV
ΔE to the lowest compared entry with this formula, charge and spin: 1.294 eV
HOMO: -8.830 eV
structure (SMILES): Cc1cccc(CN2CCN(CC(=O)N3CCC4(CC3)OCCO4)C2=O)c1

Last column: Mulliken charge in e.
Cartesian coordinates (Å):
O: 1.185 0.143 2.382  -0.53
O: -4.369 0.804 1.224  -0.69
O: 0.918 2.356 2.037  -0.49
O: -1.475 0.281 -2.996  -0.69
N: -2.328 1.631 0.761  0.15
N: -1.132 -1.894 -2.304  0.13
N: -2.572 -0.632 -1.199  0.25
C: 0.261 1.111 1.919  1.25
C: 0.084 -2.149 -3.046  -1.77
C: -1.698 -0.651 -2.251  0.45
C: 1.953 -2.779 -1.473  -0.49
C: 1.800 2.272 3.132  -0.44
C: 1.312 -1.813 -2.236  0.51
C: 3.359 1.268 -1.383  -1.49
C: -0.051 0.839 0.446  1.50
C: -1.483 -2.681 -1.141  -0.45
C: -3.546 0.403 -0.987  -1.21
C: 3.490 -1.128 -0.660  -0.51
C: -1.144 1.783 -0.051  -1.61
C: -3.455 0.964 0.436  1.03
C: 2.863 -0.147 -1.420  0.81
C: -1.036 1.074 2.753  -1.11
C: -2.094 1.994 2.143  -1.11
C: 3.040 -2.434 -0.688  -0.83
C: -2.691 -1.927 -0.572  -0.63
C: 1.772 -0.503 -2.200  -0.01
C: 2.042 0.760 3.317  -0.44
H: 4.339 -0.864 -0.046  0.47
H: -1.349 1.599 -1.103  0.34
H: 1.351 2.718 4.029  0.30
H: 2.786 1.898 -2.059  0.31
H: 3.536 -3.188 -0.095  0.40
H: -1.396 0.044 2.767  0.26
H: 3.067 0.465 3.080  0.31
H: 0.087 -3.203 -3.341  0.52
H: 1.608 -3.804 -1.500  0.44
H: 4.408 1.310 -1.671  0.46
H: -0.790 2.814 0.060  0.45
H: -2.661 -1.837 0.518  0.22
H: -0.824 1.380 3.778  0.47
H: -1.727 -3.706 -1.434  0.41
H: 1.799 0.433 4.335  0.26
H: 0.858 0.976 -0.135  -0.81
H: 3.275 1.674 -0.375  0.23
H: -1.746 3.031 2.181  0.30
H: 0.036 -1.520 -3.937  0.45
H: -4.562 0.005 -1.107  0.40
H: -3.640 -2.406 -0.850  0.48
H: -0.650 -2.711 -0.425  0.21
H: 1.260 0.245 -2.789  0.31
H: -3.376 1.180 -1.737  0.45
H: -3.038 1.902 2.682  0.55
H: 2.707 2.822 2.876  0.35
H: -0.364 -0.200 0.356  -0.12

---

[3]
ORCA calculation (the ωB97M-V functional and the def2-TZVPD basis) on one molecule with the formula C20H27N3O4S at a distorted geometry.

Results
net charge: 0
Kohn-Sham gap: 8.65 eV
ΔE to the lowest compared entry with this formula, charge and spin: 1.809 eV
HOMO: -8.215 eV

Last column: Mulliken charge in e.
Cartesian coordinates (Å):
S: -2.591 -2.981 2.708  0.35
O: -0.306 -1.405 3.609  -0.70
O: 3.612 -0.258 -2.710  -0.44
O: -2.926 -0.239 -1.025  -0.45
O: -3.395 -3.850 1.840  -0.63
N: -2.142 0.345 0.951  -0.06
N: 0.576 -0.951 1.579  0.25
N: 2.816 -0.405 0.016  0.50
C: -3.015 -0.694 1.122  0.32
C: 2.645 0.816 -0.757  -0.09
C: -2.117 0.591 -0.326  0.11
C: -0.755 2.689 -0.402  0.97
C: -3.501 -1.057 -0.107  0.84
C: -0.215 -1.639 2.420  0.48
C: 2.868 -0.165 1.451  -1.13
C: -4.477 -2.083 -0.545  -1.51
C: 1.465 0.103 2.001  -0.58
C: -1.140 1.392 -2.411  -0.94
C: -3.271 -1.256 2.459  -1.33
C: -1.326 1.577 -1.039  0.92
C: 3.988 -1.115 -0.471  -0.63
C: 2.498 0.458 -2.235  -0.62
C: 3.799 -1.431 -1.955  -0.67
C: -0.985 2.984 1.046  -1.86
C: -1.002 -2.752 1.770  -0.68
C: -0.389 2.281 -3.152  -0.68
C: 0.004 3.565 -1.169  -0.44
C: 0.192 3.371 -2.526  -0.64
H: -0.228 3.667 1.424  0.43
H: 4.906 -0.515 -0.345  0.32
H: -4.222 -2.434 -1.542  0.35
H: 1.744 1.336 -0.430  -0.09
H: 4.098 -2.047 0.087  0.43
H: 1.582 -0.138 -2.371  0.35
H: -1.230 -2.584 0.720  0.24
H: 1.473 0.113 3.092  0.41
H: -5.483 -1.663 -0.577  0.31
H: -0.474 -3.700 1.879  0.59
H: 0.784 4.073 -3.094  0.42
H: -4.336 -1.360 2.661  0.53
H: 0.656 -1.203 0.606  0.22
H: 4.686 -1.920 -2.361  0.37
H: -4.464 -2.919 0.150  0.33
H: 3.261 -1.069 1.922  0.42
H: -2.793 -0.643 3.219  0.47
H: -0.996 2.072 1.634  0.38
H: 1.089 1.065 1.643  -0.01
H: -1.595 0.537 -2.889  0.49
H: 3.533 0.675 1.709  0.36
H: -0.257 2.124 -4.212  0.40
H: 0.449 4.425 -0.689  0.40
H: 2.428 1.362 -2.841  0.27
H: 2.928 -2.094 -2.073  0.30
H: -1.960 3.456 1.167  0.38
H: 3.510 1.491 -0.632  0.25

---

[4]
ORCA calculation (the ωB97M-V functional and the def2-TZVPD basis) on one molecule with the formula C20H27N3O5 at a distorted geometry.

Results
net charge: 0
Kohn-Sham gap: 8.08 eV
ΔE to the lowest compared entry with this formula, charge and spin: 5.955 eV
HOMO: -8.198 eV
structure (SMILES): O=C(c1ccc(N2CCCCCC2)c([N+](=O)[O-])c1)N1CCC2(CC1)OCCO2

Last column: Mulliken charge in e.
Cartesian coordinates (Å):
O: 2.811 0.250 2.070  -0.67
O: 2.650 -4.911 0.103  -0.39
O: 3.611 -3.957 -1.738  -0.47
O: -1.642 2.334 -2.094  -0.55
O: 0.277 3.213 -1.688  -0.66
N: 1.969 -1.724 1.370  0.04
N: -0.680 2.533 -1.380  1.15
N: -2.867 2.539 0.490  0.54
C: 1.656 -2.894 -0.747  -1.01
C: 3.360 -5.924 -0.573  -0.36
C: 0.607 0.273 1.210  -0.35
C: -1.699 0.777 1.730  -0.37
C: 1.031 -2.496 0.592  -0.68
C: 1.903 -0.388 1.573  0.08
C: -4.168 2.194 1.021  -1.00
C: 3.519 -5.344 -1.979  -0.45
C: -4.265 3.912 -1.658  -0.53
C: -1.787 1.715 0.687  1.37
C: -2.635 3.968 0.341  -1.05
C: -5.437 3.581 -0.735  -0.85
C: -3.113 4.631 -0.963  -0.76
C: 3.197 -2.431 1.661  -0.97
C: 2.962 -3.669 -0.511  0.98
C: 0.546 1.170 0.161  -0.73
C: -5.265 2.230 -0.047  -0.75
C: -0.543 0.070 1.974  -0.56
C: 3.905 -2.834 0.369  -0.85
C: -0.641 1.832 -0.128  -0.35
H: 4.796 -3.418 0.596  0.39
H: -6.353 3.539 -1.328  0.38
H: 0.120 -1.921 0.424  0.53
H: 3.830 -1.769 2.254  0.54
H: -5.040 1.478 -0.805  0.29
H: 0.963 -3.521 -1.309  0.43
H: 1.405 1.343 -0.471  0.58
H: -6.202 1.948 0.440  0.42
H: -3.414 5.652 -0.717  0.43
H: -2.534 0.627 2.396  0.44
H: 4.426 -5.666 -2.491  0.32
H: -5.566 4.369 0.010  0.32
H: 2.771 -6.840 -0.535  0.30
H: -1.566 4.166 0.467  0.38
H: 0.786 -3.408 1.148  0.25
H: -2.290 4.704 -1.674  0.35
H: 2.954 -3.330 2.237  0.33
H: -3.147 4.456 1.182  0.59
H: -0.512 -0.627 2.799  0.47
H: -4.144 1.179 1.414  0.36
H: -3.883 2.993 -2.103  0.20
H: -4.434 2.876 1.840  0.42
H: 4.339 -6.089 -0.102  0.26
H: 1.891 -2.009 -1.339  0.25
H: 2.641 -5.566 -2.600  0.27
H: 4.203 -1.951 -0.197  0.29
H: -4.609 4.553 -2.472  0.40

---

[5]
ORCA calculation (the ωB97M-V functional and the def2-TZVPD basis) on C20H27N6O2PPb as an isolated structure at a distorted geometry.

Results
net charge: +4
Kohn-Sham gap (spin up / spin down): 5.33 / 5.47 eV
HOMO (spin up / spin down): -21.574 / -21.553 eV

Last column: Mulliken charge in e.
Cartesian coordinates (Å):
Pb: -1.594 -0.415 -0.958  1.34
P: 1.157 0.874 0.627  1.18
O: -2.201 1.991 2.143  -0.17
O: -0.236 3.390 -1.493  -0.17
N: 0.831 -0.081 -2.408  -0.12
N: -3.417 1.607 -1.203  -0.34
N: 3.705 1.848 1.245  0.37
N: 2.372 1.004 3.138  0.39
N: -0.948 -1.515 1.597  0.01
N: 3.354 -0.579 1.522  0.40
C: 4.287 0.491 1.080  -0.84
C: -4.327 2.316 -1.332  0.30
C: -1.837 1.316 1.297  0.20
C: 3.313 2.048 2.663  -0.85
C: 1.679 -0.115 -3.199  0.24
C: 2.711 -0.184 -4.205  -1.04
C: 2.200 -0.692 0.644  -0.83
C: 2.576 2.070 0.338  -1.08
C: -1.914 -3.070 -1.263  -0.37
C: 2.975 -0.335 2.931  -0.83
C: -0.448 2.327 -1.129  0.22
C: -3.855 -1.640 -1.673  -0.48
C: -1.012 -2.191 2.546  0.19
C: -2.008 -1.685 -3.276  -0.37
C: -3.174 -2.582 -0.866  -0.39
C: -5.471 3.168 -1.519  -0.94
C: -3.270 -1.193 -2.877  -0.50
C: -1.106 -3.070 3.681  -1.11
C: 1.068 1.133 2.485  -1.22
C: -1.329 -2.624 -2.469  -0.35
H: 2.261 -1.106 3.254  0.40
H: -3.626 -2.923 0.082  0.49
H: -5.501 3.511 -2.564  0.33
H: -0.340 -2.996 -2.775  0.53
H: 3.890 -0.390 3.545  0.34
H: 0.668 2.140 2.674  0.56
H: -6.385 2.600 -1.290  0.33
H: 2.197 3.094 0.473  0.59
H: -1.023 -2.488 4.609  0.36
H: -1.544 -1.324 -4.209  0.49
H: 2.849 3.036 2.770  0.40
H: -2.076 -3.588 3.659  0.39
H: 2.911 1.948 -0.703  0.38
H: 0.376 0.381 2.886  0.43
H: 3.566 -0.752 -3.813  0.35
H: -3.790 -0.443 -3.496  0.49
H: 2.516 -0.892 -0.390  0.45
H: 4.226 1.992 3.278  0.35
H: 3.037 0.829 -4.475  0.35
H: -1.376 -3.792 -0.628  0.52
H: 4.550 0.342 0.025  0.40
H: -5.400 4.036 -0.850  0.33
H: 5.191 0.435 1.708  0.36
H: -0.293 -3.809 3.634  0.34
H: 2.313 -0.690 -5.097  0.36
H: -4.831 -1.243 -1.354  0.49
H: 1.553 -1.514 0.977  0.41